--- a ---
CH7N4O | ωB97M-V/def2-TZVPD

Each line ends with the Mulliken charge.
Atoms and positions in Å:
N (0.12, 1.08, 1.41)  -0.51
N (0.21, 0.62, 0.13)  0.20
C (0.66, -0.89, 0.01)  -0.34
N (-0.27, -1.46, -0.91)  -0.25
O (-1.51, -0.77, -0.60)  -0.10
N (-1.11, 0.54, -0.64)  -0.18
H (-0.32, 0.41, 2.03)  0.27
H (-0.11, 2.03, 1.59)  0.27
H (1.05, 1.18, -0.35)  0.43
H (1.75, -1.05, -0.30)  0.34
H (0.34, -1.32, 0.98)  0.27
H (0.19, -1.24, -1.77)  0.33
H (-0.99, 0.86, -1.59)  0.30

Computed properties:
E_LUMO   -3.96 eV
HOMO   -15.428 eV
Charge   +1
Gap between HOMO and LUMO   11.47 eV

--- b ---
CH7N4O | ωB97M-V/def2-TZVPD

Each line ends with the Mulliken charge.
Atoms and positions in Å:
C (0.57, -1.03, 0.34)  0.24
N (1.35, -0.03, 0.67)  0.14
N (-0.19, -1.07, -0.73)  -0.42
N (-2.25, 0.87, -0.02)  -0.06
N (1.48, 1.11, -0.07)  -0.54
O (-2.66, -0.16, 0.45)  -0.19
H (-2.84, 1.34, -0.77)  0.24
H (0.73, -1.93, 1.07)  0.32
H (2.08, -0.01, 1.42)  0.28
H (-0.79, -1.85, -0.63)  0.30
H (-0.30, -0.13, -1.05)  0.25
H (1.47, 1.97, 0.38)  0.21
H (1.33, 0.92, -1.04)  0.23

Computed properties:
E_LUMO (spin up / spin down)   -4.41 / -4.41 eV
HOMO (spin up / spin down)   -13.415 / -13.414 eV
Charge   +1
Gap between HOMO and LUMO (spin up / spin down)   9.00 / 9.00 eV

The least stable of them is a.

--- a ---
CH7N4O | ωB97M-V/def2-TZVPD

Each line ends with the Mulliken charge.
Atoms and positions in Å:
N (-1.19, 0.55, -1.00)  -0.70
N (-0.89, 0.05, 0.26)  -0.01
C (0.36, -0.30, 0.60)  0.41
N (1.48, 0.02, -0.36)  -0.31
N (0.81, -0.82, 1.73)  -0.44
O (-0.14, -1.25, 2.56)  -0.32
H (-1.29, 1.56, -1.00)  0.25
H (-2.02, 0.16, -1.34)  0.25
H (-1.65, 0.12, 1.04)  0.30
H (1.51, 1.10, -0.31)  0.39
H (0.97, -0.12, -1.30)  0.44
H (2.33, -0.58, -0.35)  0.37
H (0.25, -1.88, 3.10)  0.36

Computed properties:
E_LUMO   -3.81 eV
HOMO   -13.108 eV
Charge   +1
Gap between HOMO and LUMO   9.30 eV

--- b ---
CH7N4O | ωB97M-V/def2-TZVPD

Each line ends with the Mulliken charge.
Atoms and positions in Å:
C (-0.40, -0.50, 0.33)  0.44
N (0.70, -0.40, 0.81)  0.12
N (-1.41, -1.18, -0.10)  -0.27
N (2.51, -0.40, -0.61)  -0.57
N (1.92, -0.01, 0.64)  -0.08
O (-1.97, 1.11, -0.55)  -0.72
H (-2.17, -0.60, -0.40)  0.32
H (-1.22, -2.12, -0.40)  0.26
H (3.22, 0.26, -0.94)  0.28
H (3.05, -1.28, -0.47)  0.28
H (2.57, 0.18, 1.34)  0.24
H (-1.75, 1.44, -1.54)  0.36
H (-2.34, 1.95, -0.12)  0.35

Computed properties:
E_LUMO   -3.68 eV
HOMO   -13.995 eV
Charge   +1
Gap between HOMO and LUMO   10.31 eV

The least stable of them is b.